Below is the molecule C2H3NO2, with properties calculated with ωB97M-V with the def2-TZVPD basis set.

Summary:
HOMO-LUMO gap ... 10.5 eV
Highest occupied orbital energy ... -0.396 Eh
Relative energy (zero: lowest compared OMol25 entry of this formula, charge and spin) ... 1.164 eV
F_max ... 4.4 eV Å⁻¹

The geometry in XYZ format:
```
8
Properties=species:S:1:pos:R:3:forces:R:3:nbo_charge:R:1
H 0.182729 0.122607 -2.193183 -0.2779 0.0733 -1.1326 0.3473
N 0.367318 0.658530 -1.364455 0.2546 0.0734 -1.0589 -0.6098
C -0.017471 -0.037264 -0.408827 0.5831 -1.1742 1.5676 0.4300
O -0.629620 -1.221198 -0.386451 -0.3317 -1.2094 0.5971 -0.6725
C 0.306125 0.480007 0.911486 -1.8582 2.8470 2.7468 0.3472
O -0.171196 0.032481 1.940028 0.8839 -0.6938 -0.8291 -0.5075
H -0.691204 -1.589663 0.556024 0.1539 1.1436 -1.5398 0.5155
H 0.653318 1.554502 0.945378 0.5923 -1.0599 -0.3511 0.1497
```
Forces are in eV/Å.

Below is the molecule C2H3NO2, with properties calculated with ωB97M-V with the def2-TZVPD basis set.

Summary:
HOMO-LUMO gap ... 9.4 eV
Highest occupied orbital energy ... -0.332 Eh
Relative energy (zero: lowest compared OMol25 entry of this formula, charge and spin) ... 3.030 eV
F_max ... 4.3 eV Å⁻¹

The geometry in XYZ format:
```
8
Properties=species:S:1:pos:R:3:forces:R:3:nbo_charge:R:1
C 0.884769 -0.408885 0.416177 -0.0407 1.1127 0.7375 0.5474
C -1.029717 0.536960 -0.956286 0.4374 -0.8447 0.1752 0.3445
O 0.193047 -0.575563 1.436915 0.1510 -0.1724 -0.8689 -0.6114
N 0.331263 -0.055338 -0.753135 -1.7021 2.5842 -2.9346 -0.7435
O -1.780154 0.372905 0.035036 0.6263 -0.8419 3.3923 -0.6547
H -1.198647 -0.033817 0.949400 -0.9438 0.5862 -2.4095 0.5107
H 1.986698 -0.421743 0.448905 -0.1955 -0.2948 0.0885 0.1489
H 0.612742 0.585481 -1.577014 1.6674 -2.1295 1.8194 0.4579
```
Forces are in eV/Å.

Which value of F_max does entry 1 give?
4.4 eV Å⁻¹